C43H106CuN7O17 | wB97M-V/def2-TZVPD

```
! wB97M-V def2-TZVPD RIJCOSX def2/J DEFGRID3
* xyz 0 1
Cu -1.1641 -0.9538 1.2803
O 2.0843 1.5918 1.6636
C 1.1022 0.7200 1.5447
O 0.4664 0.2991 2.5358
O 0.7370 0.3425 0.4309
H 2.3662 1.6381 0.7471
C 3.5353 -5.9643 2.5326
O 2.6671 -5.1775 1.7349
C 1.6627 -4.5850 2.4958
C 1.0056 -3.4623 1.6612
N 0.0006 -2.7323 2.4244
C -1.2252 -3.5349 2.7759
C -2.1596 -2.7404 3.7416
O -2.5747 -1.4731 3.0540
C -3.2849 -0.6032 3.8955
H 4.4502 -6.1936 1.9862
H 3.1381 -6.9645 2.7053
H 3.9058 -5.4488 3.4187
H 2.0086 -4.3066 3.4913
H 0.8967 -5.3418 2.6646
H 0.4042 -3.9903 0.9212
H 1.7900 -2.8155 1.2682
H 0.2917 -1.9878 3.0416
H -0.9634 -4.4670 3.2767
H -1.7158 -3.8914 1.8701
H -1.6002 -2.3679 4.5998
H -2.9890 -3.3743 4.0551
H -2.5697 -0.0420 4.4969
H -4.0661 -0.9547 4.5695
H -3.7799 0.1118 3.2383
C -3.3127 1.3965 -5.7747
O -2.5401 0.2258 -5.6128
C -2.1396 0.0028 -4.2978
C -1.0084 -1.0174 -4.3050
N -0.4395 -1.0187 -3.0035
C 0.4669 -2.1398 -2.8542
C 1.6955 -2.0115 -3.8413
O 1.4004 -2.7088 -5.0435
C 2.3709 -2.7164 -6.0254
H -3.7236 1.5410 -6.7739
H -2.6635 2.2713 -5.7383
H -4.1500 1.5372 -5.0911
H -3.0449 -0.3557 -3.8078
H -1.7916 0.8953 -3.7778
H -0.2248 -0.6846 -4.9857
H -1.3380 -2.0141 -4.5984
H 0.0418 -0.1625 -2.7683
H -0.1032 -3.0556 -3.0100
H 0.8701 -2.2090 -1.8439
H 2.5518 -2.5395 -3.4217
H 1.8920 -0.9468 -3.9679
H 1.9460 -3.2543 -6.8729
H 3.3053 -3.1777 -5.7059
H 2.6174 -1.6911 -6.3015
C 4.4544 3.0691 0.0063
O 3.3913 2.4285 -0.6846
C 3.0599 2.8876 -1.9889
C 2.1732 1.8431 -2.6161
N 0.8166 1.6697 -2.0888
C -0.1506 2.7495 -2.1776
C -0.3558 3.4048 -3.6300
O 0.4268 4.5859 -3.6886
C 0.2659 5.3105 -4.8944
H 5.4336 2.9567 -0.4591
H 4.3340 2.5811 0.9735
H 4.3557 4.1507 0.0982
H 3.9987 2.9577 -2.5384
H 2.5735 3.8621 -1.9464
H 2.7118 0.9026 -2.5006
H 2.1420 1.9875 -3.6961
H 0.8038 1.3535 -1.1297
H -0.0127 3.5377 -1.4373
H -1.0999 2.3031 -1.8814
H -1.3952 3.6883 -3.7959
H 0.0121 2.8342 -4.4827
H 0.6096 4.7554 -5.7673
H 0.8179 6.2500 -4.9194
H -0.7690 5.5838 -5.1002
C -2.4248 2.0187 0.9238
O -2.6580 0.6596 0.7485
C -2.8632 0.2697 -0.6509
C -3.2973 -1.1982 -0.7179
N -2.0932 -2.0809 -0.5773
C -2.4096 -3.5028 -0.8429
C -3.7247 -3.9951 -0.2867
O -4.8169 -3.4748 -1.0711
C -6.0337 -4.0778 -0.7010
H -2.3460 2.1284 2.0054
H -3.1520 2.7541 0.5798
H -1.4614 2.2261 0.4580
H -1.9657 0.2797 -1.2693
H -3.6204 0.8793 -1.1440
H -3.6585 -1.4219 -1.7217
H -4.0282 -1.4073 0.0632
H -1.5523 -1.7154 -1.3480
H -1.5698 -4.0693 -0.4404
H -2.3008 -3.6812 -1.9127
H -3.9254 -3.7290 0.7511
H -3.7608 -5.0839 -0.3226
H -6.9408 -3.6718 -1.1485
H -6.1359 -4.2128 0.3758
H -6.0076 -5.0798 -1.1293
C 5.0238 -3.4043 5.0252
O 4.4515 -2.1567 5.4991
C 3.1386 -1.8396 4.9974
C 2.7717 -0.4408 5.3709
N 1.3476 -0.1115 5.3660
C 1.1441 1.1822 6.0916
C -0.3138 1.6260 5.8090
O -0.5555 2.8421 6.4737
C -1.8274 3.4152 6.1211
H 4.3306 -4.2008 5.2958
H 5.9286 -3.4536 5.6310
H 5.3126 -3.2852 3.9809
H 2.3597 -2.5899 5.1328
H 3.3243 -1.7415 3.9279
H 3.3355 0.1886 4.6823
H 3.1968 -0.1047 6.3166
H 1.0124 -0.0192 4.4178
H 1.8007 1.9331 5.6521
H 1.2898 1.0393 7.1623
H -0.9719 0.8241 6.1434
H -0.4547 1.8545 4.7526
H -2.6231 2.7801 6.5104
H -1.9712 3.5536 5.0495
H -1.9302 4.4455 6.4617
C -6.1720 2.0143 1.4097
O -6.0558 3.3393 0.8474
C -6.7993 4.3259 1.5292
C -6.8168 5.7061 0.8454
N -7.4160 5.5718 -0.5014
C -7.2342 6.8686 -1.1867
C -8.0043 6.7924 -2.5598
O -7.3592 5.8803 -3.4738
C -7.9152 5.8607 -4.7440
H -5.4496 1.3899 0.8840
H -7.1648 1.6255 1.1831
H -5.9310 1.7570 2.4411
H -6.2738 4.5339 2.4612
H -7.8269 4.0000 1.6904
H -5.8424 6.1923 0.8940
H -7.4056 6.3836 1.4638
H -6.9194 4.8246 -0.9653
H -6.1791 7.0369 -1.4027
H -7.5507 7.6894 -0.5432
H -8.0600 7.7864 -3.0035
H -9.0415 6.5502 -2.3280
H -8.9873 5.6864 -4.8347
H -7.4465 5.0419 -5.2898
H -7.8534 6.8338 -5.2311
C 3.9840 -0.8187 -0.0436
O 5.2843 -1.3302 0.0860
C 5.4019 -2.4040 1.0302
C 6.8727 -2.5751 1.3235
N 7.5289 -3.0006 0.0826
C 9.0037 -2.9673 0.1636
C 9.4715 -3.5687 -1.1958
O 9.5735 -2.6213 -2.2091
C 10.4684 -3.0060 -3.2715
H 3.6368 -0.3297 0.8665
H 3.1783 -1.4791 -0.3640
H 3.9520 -0.0226 -0.7875
H 4.9543 -3.3097 0.6210
H 4.9081 -2.0712 1.9433
H 7.0900 -3.3000 2.1080
H 7.2440 -1.6373 1.7366
H 7.2174 -2.3801 -0.6510
H 9.2502 -3.5350 1.0608
H 9.3468 -1.9433 0.3113
H 8.7862 -4.3737 -1.4612
H 10.4800 -3.9494 -1.0337
H 10.0170 -3.9203 -3.6565
H 11.5152 -3.2134 -3.0493
H 10.4714 -2.2340 -4.0409
*
```

**Relative energy (zero: lowest compared OMol25 entry of this formula, charge and spin)**: 0.000 eV
**Calculated total energy**: -136177.49231 eV



C37H60AuFN3O10P2S2 | wB97M-V/def2-TZVPD

```
! wB97M-V def2-TZVPD RIJCOSX def2/J DEFGRID3
* xyz 1 1
Au 0.4754 -1.3932 -1.0775
C -7.7356 -0.1597 -1.1269
C -7.0870 -0.2483 0.2524
N -5.6433 -0.1887 0.1738
C -4.9520 -1.3623 0.1744
C -3.5853 -1.4030 0.1868
C -2.8633 -2.6841 0.2376
O -3.3729 -3.7597 0.0669
O -1.5654 -2.5884 0.5612
C -2.8573 -0.2011 0.1150
O -1.5241 -0.1639 0.3380
C -3.5541 1.0108 -0.0696
C -2.8807 2.2257 -0.2908
C -3.5890 3.4054 -0.3635
F -2.9006 4.5520 -0.5981
C -4.9631 3.4560 -0.1758
C -5.6478 2.2301 -0.0227
C -4.9777 1.0190 0.0082
N -5.7281 4.6558 -0.0913
C -6.6233 4.9307 -1.2084
C -7.5688 6.0701 -0.7749
N -7.4219 6.2151 0.6926
C -6.0825 6.7579 1.0287
C -5.0408 5.8674 0.3165
H -8.8156 -0.2165 -1.0256
H -7.3966 -0.9852 -1.7471
H -7.4737 0.7693 -1.6277
H -7.3582 -1.1979 0.7171
H -7.4406 0.5538 0.9062
H -5.5266 -2.2719 0.2145
H -1.8144 2.2240 -0.4367
H -6.7191 2.2812 0.0861
H -7.1828 4.0205 -1.4281
H -6.0800 5.2197 -2.1190
H -8.6053 5.8407 -1.0222
H -7.2977 7.0156 -1.2448
H -7.4295 5.2541 1.0710
H -8.1712 6.7764 1.1030
H -5.9567 6.7257 2.1117
H -6.0128 7.7925 0.6944
H -4.2394 5.6137 1.0075
H -4.5951 6.4002 -0.5335
C -2.2542 -2.1200 3.5159
O -1.9576 -1.0898 2.5838
P -0.8416 -1.2664 1.4310
O 0.2615 -0.1324 1.8239
C -0.0095 1.2562 1.9076
O 0.2682 -2.3111 1.9980
C 0.3713 -3.7234 1.9191
H -2.9879 -1.7030 4.2055
H -1.3587 -2.4199 4.0610
H -2.6890 -2.9870 3.0144
H 0.6708 1.6521 2.6629
H -1.0394 1.4427 2.2152
H 0.1805 1.7398 0.9477
H 0.9221 -4.0339 2.8110
H 0.9291 -4.0146 1.0271
H -0.5994 -4.2157 1.9006
O -1.2909 -1.0885 -4.6556
S -0.4314 -1.2609 -3.5330
O -1.1585 -1.7231 -2.2792
O 0.7770 -2.0382 -3.6948
S 0.2443 0.5286 -2.7611
O 2.1647 -1.2276 0.0409
P 3.6353 -1.5699 -0.0407
C 3.8458 -3.4201 -0.2274
C 5.2809 -3.8741 -0.4982
C 5.6388 -3.9056 -1.9802
C 4.6427 -4.7457 -2.7705
C 3.2292 -4.2006 -2.6023
C 2.8383 -4.1368 -1.1306
C 4.4999 -0.5085 -1.3001
C 4.3928 0.9501 -0.8602
C 5.2288 1.8553 -1.7744
C 5.2135 1.3664 -3.2267
C 3.9250 0.6067 -3.5144
C 3.8872 -0.6897 -2.6980
C 4.2459 -1.2518 1.6956
C 5.7678 -1.0797 1.8087
C 6.1375 -0.2454 3.0418
C 5.2098 -0.5739 4.2051
C 3.7716 -0.1393 3.8887
C 3.4978 -0.1078 2.3792
H 3.5900 -3.7128 0.8045
H 5.3920 -4.8854 -0.0977
H 5.9790 -3.2229 0.0327
H 6.6415 -4.3237 -2.0865
H 5.6600 -2.8923 -2.3791
H 4.6837 -5.7803 -2.4204
H 4.9128 -4.7408 -3.8270
H 2.5205 -4.8507 -3.1169
H 3.1386 -3.2154 -3.0547
H 2.7478 -5.1624 -0.7554
H 1.8539 -3.6581 -1.0407
H 5.5553 -0.7973 -1.3096
H 4.7512 1.0641 0.1619
H 3.3423 1.2423 -0.8790
H 6.2599 1.8905 -1.4153
H 4.8327 2.8696 -1.7153
H 6.0648 0.7068 -3.4108
H 5.3072 2.2136 -3.9048
H 3.8669 0.3527 -4.5735
H 3.0618 1.2275 -3.2758
H 4.4470 -1.4495 -3.2447
H 2.8506 -1.0281 -2.6170
H 3.9416 -2.1612 2.2307
H 6.1708 -0.5887 0.9215
H 6.2391 -2.0617 1.8886
H 6.0563 0.8166 2.8066
H 7.1735 -0.4448 3.3208
H 5.5606 -0.0781 5.1109
H 5.2446 -1.6487 4.3917
H 3.5851 0.8545 4.3010
H 3.0745 -0.8265 4.3690
H 3.8049 0.8537 1.9730
H 2.4307 -0.2209 2.1989
*
```

**Relative energy (zero: lowest compared OMol25 entry of this formula, charge and spin)**: 3.421 eV
**Calculated total energy**: -110940.62288 eV



Which value of relative energy (zero: lowest compared OMol25 entry of this formula, charge and spin) does entry 1 give?
0.000 eV



What is the formula in the first record?
C43H106CuN7O17